(1)
129
Properties=species:S:1:pos:R:3:mulliken_charge:R:1 method="wB97M-V/def2-TZVPD" largest_force_ev_per_a=1.07 homo_energy_ev="-0.08 / -2.02" total_charge=-2 e_above_lowest_ev=0.000 multiplicity=3
Ti -1.040 -1.051 -0.190 0.085
C -2.282 1.934 2.794 -0.313
C -2.646 0.915 3.876 0.678
C -4.166 0.853 4.054 -1.593
C -2.080 -0.466 3.671 0.419
C -1.282 -1.162 4.597 -1.187
C -1.034 -2.375 3.999 -0.585
N -1.657 -2.385 2.809 0.986
N -2.308 -1.216 2.597 -0.025
B -1.618 -3.551 1.806 -0.981
N -0.298 -3.623 0.974 1.552
C 0.802 -4.307 1.298 -0.541
C 1.563 -4.483 0.158 -1.382
C 0.844 -3.835 -0.854 -0.102
N -0.270 -3.300 -0.350 -0.344
C 1.142 -3.764 -2.327 2.826
C -0.080 -4.195 -3.135 -1.154
C 2.365 -4.603 -2.687 -2.388
N -2.767 -3.465 0.797 -1.038
C -3.695 -4.406 0.587 -0.869
C -4.441 -4.048 -0.514 -0.710
C -3.879 -2.835 -0.944 -0.718
N -2.865 -2.497 -0.147 2.266
C -4.351 -2.001 -2.100 1.801
C -5.840 -1.678 -1.955 -1.818
C -4.088 -2.717 -3.425 -1.471
H -2.400 2.951 3.176 0.542
H -2.944 1.830 1.938 -0.168
H -1.260 1.820 2.431 -0.537
H -2.211 1.257 4.823 0.471
H -4.626 0.466 3.143 0.165
H -4.571 1.851 4.242 0.424
H -4.444 0.199 4.884 0.429
H -0.932 -0.813 5.555 0.457
H -0.443 -3.218 4.321 0.404
H -1.718 -4.581 2.429 -0.205
H 0.977 -4.622 2.313 0.499
H 2.501 -5.004 0.077 0.503
H 1.377 -2.730 -2.582 -0.783
H -0.351 -5.227 -2.893 0.382
H 0.135 -4.134 -4.205 0.337
H -0.933 -3.551 -2.920 -0.179
H 2.220 -5.649 -2.404 0.432
H 3.265 -4.235 -2.190 0.409
H 2.538 -4.561 -3.764 0.460
H -3.752 -5.259 1.241 0.481
H -5.273 -4.576 -0.947 0.533
H -3.792 -1.066 -2.088 -0.606
H -6.442 -2.590 -2.008 0.347
H -6.159 -1.013 -2.761 0.434
H -6.048 -1.183 -1.007 0.352
H -4.604 -3.682 -3.448 0.312
H -3.022 -2.890 -3.568 0.152
H -4.451 -2.115 -4.260 0.425
C 0.165 -0.845 -6.314 -1.019
Si 0.798 0.551 -5.217 0.189
C -0.478 1.908 -5.094 -0.609
C 2.354 1.271 -5.998 -1.262
C 1.299 -0.136 -3.548 0.583
C 2.628 -0.294 -3.186 -0.224
C 2.990 -0.749 -1.919 -1.131
C 1.993 -0.920 -0.988 -0.474
N 0.699 -0.785 -1.319 0.925
C 0.339 -0.500 -2.582 0.300
S -1.346 -0.749 -2.856 -0.569
H -0.154 -0.467 -7.290 0.364
H -0.689 -1.332 -5.838 0.179
H 0.941 -1.598 -6.474 0.294
H -0.451 2.507 -6.010 0.444
H -0.267 2.570 -4.251 0.017
H -1.482 1.506 -4.961 0.206
H 2.108 1.759 -6.945 0.346
H 3.111 0.510 -6.204 0.314
H 2.793 2.019 -5.335 0.316
H 3.409 -0.048 -3.898 0.305
H 4.023 -0.880 -1.629 0.565
H 2.199 -1.209 0.034 -0.007
C 7.679 1.032 0.035 -1.406
C 6.544 1.590 0.813 0.581
C 6.533 1.911 2.150 -0.801
C 5.371 2.401 2.735 0.711
N 4.180 2.507 2.032 -0.209
C 4.173 2.217 0.749 -0.246
S 2.800 2.278 -0.270 -0.139
N 5.360 1.836 0.117 -0.012
C 5.293 2.750 4.189 -1.333
H 8.578 0.992 0.652 0.361
H 7.902 1.644 -0.850 0.294
H 7.475 0.016 -0.329 0.259
H 7.435 1.777 2.739 0.278
H 5.252 1.564 -0.845 0.232
H 6.279 2.983 4.600 0.416
H 4.870 1.936 4.793 0.192
H 4.643 3.617 4.328 0.245
O -0.075 -0.085 1.174 0.563
C 0.860 -0.228 2.039 -0.169
C 1.282 0.925 2.906 1.359
C 2.247 0.248 3.865 -0.220
C 2.357 -1.174 3.313 -0.133
O 3.058 -2.047 3.787 -0.773
N 1.509 -1.350 2.227 0.028
H 0.425 1.410 3.374 -0.070
H 1.785 1.652 2.259 -0.913
H 1.855 0.175 4.883 0.378
H 3.228 0.717 3.902 -0.330
N -0.831 6.058 4.130 -0.669
C -0.858 5.524 2.827 1.064
C -1.936 5.768 1.984 -0.825
C -1.947 5.247 0.697 -0.333
C -0.882 4.483 0.241 -0.618
C 0.210 4.252 1.072 0.128
C 0.218 4.776 2.352 -0.935
S -0.968 3.747 -1.376 1.172
O 0.297 3.916 -2.029 -0.693
O -2.136 4.337 -2.011 -0.786
N -1.176 2.186 -1.080 0.125
C -2.361 1.743 -0.722 -1.163
S -3.889 2.640 -0.774 -0.308
C -4.696 1.304 -0.023 -0.600
C -3.839 0.290 0.172 -1.813
N -2.540 0.501 -0.248 2.429
H -1.751 6.158 4.533 0.223
H -0.230 5.538 4.752 0.247
H -2.775 6.359 2.337 0.275
H -2.783 5.427 0.036 0.493
H 1.063 3.657 0.752 0.040
H 1.072 4.584 2.993 0.369
H -5.736 1.344 0.253 0.512
H -4.071 -0.639 0.665 0.602


(2)
124
Properties=species:S:1:pos:R:3:mulliken_charge:R:1 method="wB97M-V/def2-TZVPD" largest_force_ev_per_a=1.88 homo_energy_ev="-13.21 / -13.24" total_charge=+2 e_above_lowest_ev=1.221 multiplicity=2
W -0.351 -0.096 1.511 -1.442
C 3.358 -2.219 2.079 -1.681
C 1.994 -2.210 1.850 -0.413
N 1.489 -1.016 2.187 0.533
N 2.519 -0.230 2.590 0.705
C 3.646 -0.944 2.546 -0.120
B 2.298 1.132 3.355 0.770
N 1.553 2.178 2.457 0.621
C 1.794 3.483 2.303 -0.296
C 0.664 4.095 1.783 -1.563
C -0.255 3.074 1.640 -0.341
N 0.272 1.920 2.074 0.448
N 1.289 0.797 4.455 0.039
C 1.300 0.943 5.794 0.199
C 0.192 0.312 6.306 -2.343
C -0.463 -0.186 5.181 -0.860
N 0.177 0.140 4.066 1.107
N 3.649 1.629 3.771 0.357
C 4.398 1.478 4.901 -0.216
C 5.660 1.921 4.630 -0.969
C 5.606 2.331 3.281 -0.320
N 4.407 2.146 2.758 -1.044
H 4.042 -3.041 1.942 0.527
H 1.354 -2.994 1.481 0.515
H 4.587 -0.511 2.860 0.484
H 2.752 3.894 2.578 0.686
H 0.523 5.139 1.552 0.502
H -1.264 3.114 1.265 0.464
H 2.083 1.484 6.296 0.655
H -0.101 0.218 7.341 0.486
H -1.349 -0.788 5.153 0.643
H 4.004 1.038 5.801 0.502
H 6.504 1.949 5.302 0.458
H 6.397 2.749 2.672 0.481
C 3.146 -4.101 -4.613 -2.052
C 3.489 -2.821 -3.851 2.002
C 3.631 -1.671 -4.860 -1.627
C 4.824 -3.026 -3.116 -1.635
C 2.422 -2.460 -2.822 -0.433
C 2.536 -1.276 -2.087 -0.901
C 1.594 -1.000 -1.133 0.418
Se 1.666 0.646 -0.185 0.358
C 0.476 1.656 -1.274 0.500
C 0.982 2.403 -2.312 -0.539
C 0.096 3.105 -3.125 -0.367
C -1.258 2.968 -2.839 -0.441
C -1.806 2.211 -1.800 0.362
C -0.880 1.579 -0.971 -0.365
O -1.217 0.857 0.146 0.815
C -3.345 2.138 -1.738 1.984
C -3.917 3.554 -1.552 -1.799
C -3.885 1.269 -0.606 -1.590
C -3.855 1.539 -3.063 -1.651
C 0.548 3.967 -4.300 1.786
C 0.013 5.396 -4.112 -1.579
C -0.014 3.368 -5.599 -1.553
C 2.073 4.024 -4.403 -2.012
C 0.523 -1.843 -0.835 -0.176
O -0.254 -1.482 0.238 0.458
C 0.316 -2.981 -1.610 0.032
C 1.313 -3.248 -2.566 -0.237
C -0.891 -3.938 -1.595 2.094
C -1.533 -3.916 -2.994 -1.604
C -1.979 -3.563 -0.594 -1.787
C -0.418 -5.362 -1.263 -1.755
H 3.941 -4.315 -5.330 0.447
H 2.212 -4.001 -5.174 0.403
H 3.068 -4.965 -3.946 0.400
H 4.364 -1.940 -5.623 0.468
H 3.975 -0.749 -4.385 0.347
H 2.679 -1.468 -5.359 0.362
H 5.616 -3.244 -3.837 0.452
H 4.759 -3.865 -2.418 0.349
H 5.116 -2.134 -2.556 0.346
H 3.347 -0.578 -2.258 0.627
H 2.052 2.429 -2.481 0.658
H -1.955 3.486 -3.487 0.388
H -3.498 4.030 -0.661 0.328
H -5.002 3.500 -1.429 0.502
H -3.713 4.201 -2.407 0.340
H -3.744 1.745 0.361 0.025
H -3.431 0.277 -0.583 -0.007
H -4.961 1.140 -0.749 0.594
H -3.554 2.125 -3.933 0.310
H -4.947 1.502 -3.050 0.487
H -3.480 0.520 -3.196 0.341
H -1.078 5.431 -4.144 0.318
H 0.388 6.040 -4.911 0.465
H 0.343 5.814 -3.157 0.341
H -1.107 3.392 -5.615 0.334
H 0.307 2.329 -5.720 0.328
H 0.345 3.938 -6.459 0.464
H 2.526 4.432 -3.495 0.374
H 2.352 4.675 -5.232 0.454
H 2.504 3.038 -4.602 0.347
H 1.187 -4.145 -3.156 0.440
H -1.899 -2.915 -3.237 0.341
H -2.380 -4.605 -3.016 0.482
H -0.839 -4.221 -3.779 0.320
H -2.280 -2.518 -0.675 0.111
H -1.660 -3.758 0.425 0.029
H -2.860 -4.181 -0.787 0.582
H 0.249 -5.766 -2.027 0.338
H -1.281 -6.029 -1.192 0.502
H 0.109 -5.385 -0.305 0.312
O -5.859 -0.548 2.950 -0.514
C -4.923 -1.610 3.005 -1.300
C -3.931 -1.318 4.130 2.049
C -4.629 -1.549 5.481 -1.149
O -3.690 -1.249 6.504 -0.454
C -3.481 0.138 4.129 -1.719
Se -2.595 0.703 2.500 -0.051
C -2.769 -2.294 4.050 -1.996
Se -1.529 -2.127 2.542 0.177
H -6.573 -0.770 2.344 0.349
H -4.382 -1.713 2.057 0.242
H -5.415 -2.565 3.215 0.610
H -4.959 -2.591 5.532 0.406
H -5.508 -0.903 5.535 0.482
H -4.101 -1.364 7.367 0.350
H -2.880 0.386 4.991 0.853
H -4.351 0.787 4.101 0.777
H -3.132 -3.303 3.863 0.620
H -2.185 -2.295 4.965 0.944


(3)
123
Properties=species:S:1:pos:R:3:mulliken_charge:R:1 method="wB97M-V/def2-TZVPD" largest_force_ev_per_a=4.47 homo_energy_ev="-9.20 / -9.20" total_charge=+1 e_above_lowest_ev=2.293 multiplicity=3
Ti -0.066 -0.354 0.002 -2.200
O 1.616 0.326 1.098 0.205
S 3.018 0.346 1.643 0.096
C 2.977 1.506 3.107 -1.091
C 1.709 2.342 3.135 -0.555
C 0.557 1.585 3.797 0.323
C -0.739 2.374 3.742 -1.342
S -1.848 1.795 2.354 0.191
O -1.039 0.764 1.602 -0.735
C -2.975 0.836 3.395 0.583
C -4.319 1.175 3.368 -0.625
C -5.218 0.451 4.136 -0.826
C -4.767 -0.603 4.919 -0.607
C -3.416 -0.907 4.966 -0.614
C -2.510 -0.192 4.202 0.108
C 3.894 1.516 0.577 1.219
C 5.279 1.485 0.570 -0.588
C 5.970 2.332 -0.281 -0.661
C 5.272 3.200 -1.108 -0.721
C 3.887 3.237 -1.080 -0.636
C 3.190 2.389 -0.232 -0.412
H 3.870 2.122 3.024 0.578
H 3.055 0.884 3.997 0.637
H 1.419 2.614 2.115 -0.156
H 1.905 3.267 3.683 0.696
H 0.817 1.354 4.832 0.566
H 0.424 0.636 3.265 -0.543
H -0.554 3.430 3.553 0.670
H -1.318 2.283 4.656 0.458
H -4.643 2.003 2.753 0.427
H -6.264 0.712 4.117 0.435
H -5.455 -1.214 5.480 0.469
H -3.080 -1.712 5.600 0.394
H -1.457 -0.434 4.224 0.208
H 5.802 0.796 1.216 0.517
H 7.048 2.303 -0.310 0.456
H 5.810 3.851 -1.780 0.438
H 3.348 3.920 -1.718 0.539
H 2.106 2.408 -0.191 0.024
C -0.214 3.482 -3.603 -1.295
C 0.275 2.799 -2.335 -0.236
Ge -1.053 1.486 -1.445 3.150
C -2.536 2.673 -0.695 -0.593
C -3.334 3.478 -1.711 -1.371
C -1.853 0.595 -3.013 -1.236
C -1.981 -0.724 -3.203 0.365
Ge -1.329 -1.932 -1.666 2.647
C -2.843 -3.116 -0.912 -0.373
C -3.532 -4.208 -1.720 -1.223
C 0.191 -3.217 -2.267 0.966
C 0.006 -4.361 -3.253 -1.416
C -2.609 -1.313 -4.390 0.722
C -3.156 -0.545 -5.422 -0.592
C -3.746 -1.149 -6.514 -0.763
C -3.805 -2.529 -6.614 -0.590
C -3.260 -3.305 -5.605 -1.477
C -2.674 -2.699 -4.510 0.101
H 0.585 4.081 -4.038 0.425
H -1.049 4.142 -3.389 0.223
H -0.533 2.750 -4.340 0.253
H 0.536 3.566 -1.599 0.400
H 1.193 2.251 -2.574 -0.067
H -2.081 3.357 0.027 0.336
H -3.215 2.021 -0.134 0.280
H -2.699 4.215 -2.196 0.266
H -4.147 4.012 -1.220 0.421
H -3.759 2.827 -2.471 0.254
H -2.225 1.271 -3.773 0.383
H -3.615 -2.442 -0.533 0.402
H -2.386 -3.604 -0.046 0.322
H -4.123 -3.804 -2.537 0.356
H -4.202 -4.757 -1.059 0.468
H -2.814 -4.918 -2.119 0.177
H 0.561 -3.634 -1.320 0.317
H 0.967 -2.580 -2.693 -1.154
H -0.742 -5.067 -2.908 0.303
H 0.944 -4.908 -3.376 0.415
H -0.282 -3.979 -4.228 0.322
H -3.131 0.533 -5.377 0.394
H -4.169 -0.537 -7.296 0.417
H -4.276 -2.995 -7.465 0.430
H -3.293 -4.382 -5.667 0.438
H -2.262 -3.295 -3.712 0.297
O -5.878 -6.369 5.710 -0.655
S -5.313 -5.362 4.856 1.160
O -5.364 -5.599 3.433 -0.666
O -5.483 -3.979 5.272 -0.600
C -3.465 -5.439 5.145 0.150
N -2.875 -6.094 6.109 -0.530
C -1.569 -5.857 6.232 -0.427
C -0.882 -4.998 5.387 -0.855
C -1.613 -4.401 4.348 -0.098
N -2.932 -4.637 4.283 -0.109
C -1.134 -3.514 3.313 1.631
C -2.107 -2.756 2.621 -0.773
C -1.725 -1.925 1.611 -1.290
N -0.439 -1.817 1.186 1.729
C 0.494 -2.554 1.838 -0.914
C 0.202 -3.383 2.893 -1.415
H -1.079 -6.369 7.052 0.440
H 0.162 -4.782 5.547 0.421
H -3.143 -2.874 2.899 1.063
H -2.455 -1.320 1.075 0.411
H 1.510 -2.459 1.458 0.398
H 0.986 -3.959 3.361 0.486
C 4.977 -0.854 -1.764 -1.563
C 3.714 -1.574 -2.241 1.564
C 3.322 -1.042 -3.625 -1.651
C 3.992 -3.075 -2.331 -1.748
N 2.664 -1.369 -1.202 0.214
N 1.679 -0.368 -1.467 -0.231
H 5.800 -1.052 -2.443 0.563
H 5.251 -1.209 -0.775 0.351
H 4.823 0.220 -1.722 0.167
H 4.116 -1.294 -4.321 0.524
H 3.217 0.042 -3.632 0.240
H 2.410 -1.497 -4.008 0.290
H 4.812 -3.257 -3.019 0.500
H 3.128 -3.622 -2.702 0.310
H 4.269 -3.471 -1.356 0.403
H 2.176 -2.256 -1.064 -0.014
H 1.241 -0.478 -2.400 0.434
H 2.166 0.537 -1.476 -0.696


(4)
123
Properties=species:S:1:pos:R:3:mulliken_charge:R:1 method="wB97M-V/def2-TZVPD" largest_force_ev_per_a=5.22 homo_energy_ev="-8.62 / -8.62" total_charge=+1 e_above_lowest_ev=4.894 multiplicity=3
Ti 0.033 0.883 1.206 -0.559
O 1.820 -0.352 1.838 -0.287
S 2.886 -1.400 1.556 0.466
C 3.701 -1.732 3.186 -0.983
C 2.832 -1.261 4.333 -0.706
C 1.599 -2.143 4.528 -0.098
C 0.703 -1.632 5.642 -0.951
S -0.337 -0.213 5.092 0.261
O 0.347 0.412 3.906 -0.445
C -1.650 -1.232 4.384 0.504
C -1.633 -1.553 3.038 0.897
C -2.685 -2.269 2.484 -1.003
C -3.748 -2.657 3.287 -0.928
C -3.753 -2.343 4.639 -0.760
C -2.706 -1.622 5.194 -0.776
C 4.234 -0.470 0.799 0.406
C 4.145 0.910 0.738 -0.037
C 5.176 1.639 0.166 -0.807
C 6.279 0.978 -0.356 -0.555
C 6.340 -0.409 -0.326 -0.764
C 5.314 -1.143 0.249 -0.674
H 4.669 -1.236 3.179 0.491
H 3.846 -2.814 3.203 0.513
H 2.520 -0.236 4.139 0.043
H 3.431 -1.266 5.247 0.670
H 1.907 -3.162 4.770 0.725
H 1.025 -2.187 3.598 -0.305
H 1.284 -1.265 6.490 0.579
H 0.007 -2.389 6.000 0.493
H -0.785 -1.258 2.426 -0.069
H -2.673 -2.516 1.430 0.449
H -4.576 -3.205 2.858 0.445
H -4.582 -2.650 5.263 0.449
H -2.713 -1.349 6.243 0.493
H 3.277 1.404 1.147 0.322
H 5.109 2.719 0.131 0.488
H 7.093 1.544 -0.787 0.430
H 7.188 -0.922 -0.759 0.452
H 5.354 -2.226 0.270 0.482
C -3.436 1.875 3.296 -0.755
C -2.224 2.458 4.024 -0.918
Ge -0.671 2.773 2.790 0.996
C 0.896 3.675 3.651 -0.849
C 2.027 3.835 2.626 -0.251
C -1.515 4.078 1.606 0.321
C -2.122 3.753 0.464 -0.470
Ge -1.563 2.044 -0.456 0.772
C -3.150 0.803 -0.655 -0.086
C -4.406 1.313 -1.354 -1.474
C -0.381 2.977 -1.802 -0.702
C 1.006 3.121 -1.162 -1.157
C -3.027 4.685 -0.255 1.108
C -3.438 4.400 -1.560 0.475
C -4.303 5.235 -2.248 -1.315
C -4.760 6.397 -1.650 -0.516
C -4.361 6.703 -0.356 -0.903
C -3.522 5.851 0.340 -0.709
H -4.250 1.690 3.999 0.472
H -3.194 0.930 2.808 -0.108
H -3.805 2.564 2.535 0.227
H -1.929 1.807 4.844 0.626
H -2.487 3.423 4.463 0.611
H 1.238 3.082 4.499 0.417
H 0.579 4.649 4.024 0.580
H 2.125 2.929 2.019 -0.549
H 2.987 4.021 3.108 0.423
H 1.824 4.665 1.948 0.342
H -1.641 5.076 2.026 0.184
H -3.393 0.558 0.385 0.260
H -2.783 -0.106 -1.130 0.225
H -4.784 2.215 -0.875 0.354
H -5.183 0.549 -1.303 0.439
H -4.216 1.535 -2.404 0.297
H -0.801 3.969 -1.964 0.966
H -0.337 2.454 -2.753 0.616
H 0.940 3.730 -0.256 0.222
H 1.708 3.608 -1.841 0.504
H 1.437 2.141 -0.890 -0.187
H -3.069 3.505 -2.047 0.457
H -4.622 4.974 -3.249 0.415
H -5.433 7.059 -2.178 0.410
H -4.710 7.607 0.125 0.416
H -3.266 6.095 1.361 0.347
O -0.521 -7.877 -1.621 -0.665
S 0.349 -8.346 -2.678 1.190
O -0.290 -8.516 -3.966 -0.667
O 1.298 -9.364 -2.288 -0.671
C 1.438 -6.886 -3.037 -0.002
N 2.403 -7.044 -3.942 -0.478
C 3.132 -5.971 -4.217 -0.461
C 2.908 -4.742 -3.602 -0.591
C 1.876 -4.685 -2.675 0.373
N 1.147 -5.768 -2.401 -0.273
C 1.467 -3.496 -1.917 0.437
C 0.355 -3.592 -1.074 -0.995
C -0.061 -2.485 -0.370 -1.049
N 0.538 -1.289 -0.440 2.530
C 1.617 -1.206 -1.231 -1.044
C 2.111 -2.258 -1.973 -0.765
H 3.917 -6.108 -4.951 0.426
H 3.514 -3.882 -3.858 0.412
H -0.162 -4.541 -1.000 0.801
H -0.931 -2.543 0.276 -0.270
H 2.108 -0.237 -1.278 0.388
H 2.990 -2.110 -2.586 0.530
C 1.145 0.029 -4.931 -1.500
C -0.347 -0.312 -4.891 1.730
C -0.540 -1.826 -4.749 -1.675
C -1.014 0.170 -6.178 -1.908
N -0.975 0.457 -3.798 -0.383
N -0.622 0.059 -2.481 -0.472
H 1.588 -0.367 -5.844 0.516
H 1.680 -0.409 -4.085 0.125
H 1.275 1.112 -4.919 0.333
H -0.139 -2.333 -5.626 0.507
H -1.601 -2.074 -4.670 0.332
H -0.020 -2.229 -3.876 0.307
H -0.528 -0.278 -7.043 0.423
H -0.939 1.256 -6.258 0.422
H -2.069 -0.111 -6.196 0.428
H -1.984 0.406 -3.879 0.334
H 0.366 0.257 -2.382 0.035
H -0.741 -0.943 -2.352 0.409